# 1
A single C19H24N2OS molecule in a non-equilibrium geometry. Source: the Open Molecules 2025 dataset; level of theory: the ωB97M-V functional and the def2-TZVPD basis.

Geometry as ORCA input:
```
! RIJCOSX wB97M-V def2-TZVPD def2/J DEFGRID3
* xyz 0 1
C 4.64 1.38 -0.89
S 3.79 1.71 0.41
C 1.99 1.77 0.17
C 1.46 1.02 -0.80
C 0.18 1.20 -1.36
C -0.73 1.94 -0.55
C -2.13 2.05 -0.74
N -3.00 1.85 0.28
C -4.46 1.99 0.19
C -2.78 0.72 1.32
C -2.99 -0.54 0.56
O -3.94 -1.06 0.21
N -1.75 -1.04 0.13
C -1.43 -2.31 -0.78
C -0.71 -3.35 0.13
C 0.76 -2.76 0.34
C 0.97 -1.85 1.36
C 2.17 -1.41 1.51
C 3.26 -1.53 0.74
C 2.97 -2.44 -0.45
C 1.72 -2.94 -0.65
C -0.13 2.57 0.63
C 1.12 2.78 0.94
H 4.38 1.98 -1.80
H 5.81 1.66 -0.84
H 4.49 0.29 -1.19
H 2.29 0.45 -1.55
H -0.02 0.56 -2.10
H -2.44 1.04 -1.49
H -2.47 2.99 -1.31
H -4.49 2.81 -0.41
H -4.81 1.16 -0.49
H -4.88 2.15 0.91
H -1.80 0.74 1.56
H -3.60 0.61 2.03
H -0.84 -0.43 -0.05
H -2.51 -2.93 -0.92
H -1.02 -1.96 -1.78
H -0.46 -4.31 -0.40
H -1.26 -3.47 1.21
H 0.06 -1.70 2.23
H 2.35 -0.75 2.54
H 4.20 -1.13 1.18
H 3.82 -2.46 -1.31
H 1.62 -3.26 -1.51
H -0.83 3.00 1.14
H 1.47 3.22 1.66
*
```

Results
Kohn-Sham gap	8.241	eV
HOMO level	-7.8	eV
LUMO	0.47	eV
SMILES string	CSc1ccc(CN(C)CC(=O)NCCc2ccccc2)cc1



# 2
A molecular structure, C25H28CdF5O2S in a non-equilibrium geometry. Source: the Open Molecules 2025 dataset; level of theory: the ωB97M-V functional and the def2-TZVPD basis.

Geometry as ORCA input:
```
! RIJCOSX wB97M-V def2-TZVPD def2/J DEFGRID3
* xyz -1 1
O -0.20 0.53 -0.63
C 0.84 0.11 -1.58
C 0.27 0.99 -2.69
H 0.75 -0.97 -1.77
H 1.83 0.40 -1.23
C -0.84 1.34 -1.66
H -0.05 0.42 -3.57
H 0.91 1.83 -2.94
C -2.19 0.78 -2.04
H -2.15 -0.31 -2.16
H -2.50 1.23 -2.98
H -2.93 1.04 -1.27
C -0.90 2.79 -1.27
H 0.10 3.22 -1.13
H -1.48 2.93 -0.35
H -1.41 3.34 -2.08
Cd 0.24 -0.39 1.78
C 0.98 2.44 3.31
C 1.93 1.39 3.16
C 2.31 1.32 1.78
H 2.36 0.80 3.97
C 1.65 2.39 1.10
C 0.81 3.06 2.04
H 0.20 3.93 1.83
H 0.50 2.74 4.23
H 3.07 0.66 1.37
H 1.83 2.69 0.08
C -1.92 0.18 3.66
C -2.33 1.36 2.99
C -2.61 1.04 1.63
H -2.48 2.33 3.45
C -2.32 -0.33 1.43
C -1.88 -0.88 2.69
H -1.76 -1.94 2.91
H -1.75 0.08 4.72
H -3.05 1.72 0.90
H -2.56 -0.91 0.54
O 0.61 -0.91 -5.53
C 0.09 0.10 -6.43
C 0.31 -0.32 -7.90
H 0.62 1.05 -6.24
H -0.97 0.26 -6.20
C 1.47 -1.33 -7.80
H 0.53 0.53 -8.55
H -0.58 -0.83 -8.27
C 1.28 -1.90 -6.38
H 2.43 -0.79 -7.85
H 1.45 -2.09 -8.58
H 2.23 -2.20 -5.91
H 0.65 -2.81 -6.46
F -0.04 -3.44 8.59
C 0.21 -3.07 7.32
C 0.43 -1.72 7.03
F 0.30 -0.78 7.99
C 0.78 -1.36 5.73
F 0.80 -0.03 5.44
C 0.99 -2.30 4.71
S 1.70 -1.91 3.20
C 0.62 -3.63 5.02
F 0.54 -4.52 4.01
C 0.27 -4.02 6.30
F 0.01 -5.32 6.58
*
```

Results
Kohn-Sham gap	5.806	eV
HOMO level	-3.7	eV
LUMO	2.11	eV



# 3
A molecular structure, C6H12INS2 in a non-equilibrium geometry. Source: the Open Molecules 2025 dataset; level of theory: the ωB97M-V functional and the def2-TZVPD basis.

Geometry as ORCA input:
```
! RIJCOSX wB97M-V def2-TZVPD def2/J DEFGRID3
* xyz 0 1
C -0.03 -1.29 -0.98
C -1.35 -0.74 -0.52
C 0.53 1.20 0.07
C 0.13 -1.33 -2.55
C -1.81 -1.06 0.88
C 1.93 1.81 1.91
N 0.68 1.28 1.53
S 1.38 -0.42 -0.26
S -1.10 1.09 -0.68
I -0.85 2.56 2.07
H 0.32 -2.28 -0.74
H -2.19 -1.07 -1.14
H 0.95 1.80 -0.71
H -0.29 -0.40 -2.96
H -0.36 -2.28 -3.00
H 1.18 -1.31 -2.60
H -1.20 -0.59 1.80
H -2.00 -2.14 1.02
H -2.79 -0.51 0.88
H 1.88 2.22 2.93
H 2.61 1.00 1.87
H 2.38 2.49 1.20
*
```

Results
Kohn-Sham gap	8.338	eV
HOMO level	-8.3	eV
LUMO	0.04	eV



# 4
A molecular structure, C36H24BrCoN5O6. Source: the Open Molecules 2025 dataset; level of theory: the ωB97M-V functional and the def2-TZVPD basis.

Geometry as ORCA input:
```
! RIJCOSX wB97M-V def2-TZVPD def2/J DEFGRID3
* xyz 1 1
Co -0.17 0.27 0.58
C -0.45 3.52 -1.76
O 0.38 2.83 -0.84
C 1.69 2.66 -1.16
C 2.34 3.48 -2.08
C 3.70 3.34 -2.31
C 4.42 2.38 -1.62
C 3.78 1.55 -0.72
C 2.41 1.66 -0.49
N 1.76 0.72 0.40
N 2.57 -0.12 0.88
C 2.23 -1.07 1.79
C 1.10 -0.94 2.60
O 0.20 -0.02 2.35
C 0.97 -1.76 3.75
C 1.89 -2.72 4.01
C 3.02 -2.93 3.17
C 3.95 -3.95 3.44
C 5.04 -4.13 2.63
C 5.22 -3.30 1.52
C 4.33 -2.30 1.23
C 3.21 -2.09 2.05
H -0.22 4.59 -1.77
H -1.47 3.37 -1.41
H -0.35 3.10 -2.76
H 1.80 4.25 -2.60
H 4.19 3.99 -3.02
H 5.49 2.27 -1.78
H 4.33 0.80 -0.19
H 0.11 -1.59 4.39
H 1.77 -3.36 4.88
H 3.80 -4.59 4.31
H 5.76 -4.92 2.84
H 6.08 -3.45 0.87
H 4.47 -1.68 0.36
O -7.08 -0.46 1.20
N -6.70 0.67 0.97
O -7.42 1.62 0.76
C -5.25 0.93 1.01
C -4.88 2.22 1.19
C -3.51 2.59 1.28
C -3.04 3.89 1.57
C -1.69 4.10 1.70
C -0.81 3.03 1.49
N -1.23 1.83 1.17
C -2.55 1.59 1.10
C -2.94 0.24 0.92
N -1.92 -0.63 0.84
C -2.16 -1.92 0.75
C -3.47 -2.40 0.71
C -4.53 -1.53 0.76
C -4.29 -0.15 0.90
H -5.65 2.98 1.28
H -3.75 4.70 1.71
H -1.30 5.07 1.96
H 0.26 3.16 1.58
H -1.31 -2.58 0.69
H -3.64 -3.47 0.63
H -5.55 -1.90 0.72
Br 1.36 -3.60 -1.99
C 0.32 -2.56 -3.18
C 0.20 -3.05 -4.47
C -0.54 -2.35 -5.42
C -1.16 -1.15 -5.08
C -1.03 -0.66 -3.79
C -0.29 -1.36 -2.83
C -0.23 -0.75 -1.49
O 0.33 -1.29 -0.48
O -0.73 0.40 -1.26
H 0.68 -3.98 -4.74
H -0.62 -2.74 -6.42
H -1.73 -0.60 -5.81
H -1.50 0.27 -3.51
*
```

Results
Kohn-Sham gap	6.232	eV
HOMO level	-10.1	eV
LUMO	-3.91	eV



# 5
A molecular structure, C37H31BrCrF4N12OP. Source: the Open Molecules 2025 dataset; level of theory: the ωB97M-V functional and the def2-TZVPD basis.

Geometry as ORCA input:
```
! RIJCOSX wB97M-V def2-TZVPD def2/J DEFGRID3
* xyz -1 5
Cr -0.35 -0.19 -0.04
C -1.13 4.05 0.14
C -2.43 4.11 -0.44
C -3.07 2.94 -0.75
C -2.47 1.70 -0.50
N -1.17 1.66 0.02
C -0.56 2.82 0.31
C -3.07 0.41 -0.68
C -4.40 0.20 -1.10
C -4.90 -1.08 -1.20
C -4.11 -2.19 -0.91
C -2.79 -1.99 -0.51
C -2.27 -0.71 -0.37
H -0.59 4.94 0.42
H -2.91 5.07 -0.63
H -4.06 2.96 -1.19
H 0.44 2.73 0.72
H -5.03 1.04 -1.35
H -5.93 -1.23 -1.52
H -4.51 -3.19 -0.99
H -2.16 -2.85 -0.31
N 0.74 -2.54 -2.28
C 0.38 -1.30 -2.77
N 0.48 -0.98 -4.04
N 0.04 0.30 -4.09
N -0.29 0.71 -2.92
N -0.09 -0.30 -2.04
C 1.02 -2.77 -0.95
N 1.75 -3.79 -0.51
N 1.78 -3.62 0.82
N 1.12 -2.57 1.16
N 0.61 -1.99 0.05
H 1.19 -3.16 -2.94
F 2.69 -1.42 7.00
C 1.81 -1.20 6.01
C 0.48 -1.53 6.18
F 0.06 -2.06 7.34
C -0.42 -1.29 5.15
F -1.71 -1.58 5.41
C -0.02 -0.75 3.93
P -1.18 -0.52 2.50
C -2.10 0.97 3.06
C -1.49 1.89 3.90
C -2.12 3.09 4.21
C -3.37 3.37 3.69
C -3.98 2.46 2.85
C -3.35 1.26 2.53
C -2.31 -1.94 2.73
C -1.79 -3.19 2.42
C -2.58 -4.32 2.52
C -3.90 -4.21 2.92
C -4.42 -2.97 3.24
C -3.63 -1.84 3.15
C 1.33 -0.40 3.80
Br 1.97 0.44 2.25
C 2.23 -0.62 4.82
F 3.52 -0.28 4.70
H -0.50 1.70 4.31
H -1.62 3.80 4.86
H -3.86 4.31 3.93
H -4.95 2.67 2.42
H -3.84 0.57 1.86
H -0.76 -3.28 2.09
H -2.16 -5.29 2.27
H -4.53 -5.10 2.98
H -5.45 -2.87 3.56
H -4.04 -0.88 3.43
C 4.23 -0.90 -0.17
N 4.22 0.40 -0.80
C 5.52 0.94 -1.14
C 5.40 2.02 -2.19
C 4.33 3.01 -1.76
N 3.09 2.31 -1.54
C 1.86 3.08 -1.62
C 3.05 1.09 -0.93
O 1.98 0.60 -0.56
H 4.60 -1.66 -0.87
H 3.22 -1.18 0.13
H 4.87 -0.89 0.71
H 6.14 0.12 -1.51
H 6.01 1.33 -0.24
H 5.11 1.58 -3.15
H 6.36 2.53 -2.32
H 4.16 3.76 -2.53
H 4.65 3.54 -0.85
H 1.88 3.66 -2.55
H 1.75 3.76 -0.78
H 1.00 2.41 -1.66
*
```

Results
Kohn-Sham gap (alpha / beta)	3.906 / 7.244	eV
HOMO level (alpha / beta)	-1.8 / -5.1	eV
LUMO (alpha / beta)	2.13 / 2.13	eV
⟨S²⟩	6.08



# 6
A gas-phase ion, C4H9N (charge +1) in a non-equilibrium geometry. Source: the Open Molecules 2025 dataset; level of theory: the ωB97M-V functional and the def2-TZVPD basis.

Geometry as ORCA input:
```
! RIJCOSX wB97M-V def2-TZVPD def2/J DEFGRID3
* xyz 1 2
C -2.00 -0.08 0.26
C -0.77 -0.48 -0.48
C 0.49 0.04 -0.08
C 1.72 -0.74 -0.37
N 0.73 1.24 0.60
H -2.41 0.88 -0.08
H -2.75 -0.86 0.18
H -1.79 0.04 1.32
H -0.81 -1.16 -1.32
H 2.43 -0.65 0.45
H 2.13 -0.20 -1.24
H 1.55 -1.78 -0.64
H -0.06 0.72 1.12
H 0.31 2.03 0.10
*
```

Results
Kohn-Sham gap (alpha / beta)	10.421 / 8.522	eV
HOMO level (alpha / beta)	-15.4 / -16.4	eV
LUMO (alpha / beta)	-4.93 / -7.84	eV
⟨S²⟩	0.75



# 7
3 unconnected molecules or ions with the total composition C4H6Cl6O4S in a non-equilibrium geometry. Source: the Open Molecules 2025 dataset; level of theory: the ωB97M-V functional and the def2-TZVPD basis.

Geometry as ORCA input:
```
! RIJCOSX wB97M-V def2-TZVPD def2/J DEFGRID3
* xyz 0 1
O -3.01 0.11 -2.90
S -1.90 0.45 -3.74
O -2.03 0.36 -5.12
O -1.21 1.82 -3.28
C -0.03 1.56 -2.46
C 0.49 0.32 -3.12
O -0.70 -0.47 -3.24
H 0.58 2.43 -2.46
H -0.41 1.44 -1.49
H 1.16 -0.30 -2.62
H 0.85 0.50 -4.13
Cl 0.30 -3.61 4.96
C -1.08 -2.70 5.32
Cl -0.81 -0.99 4.97
Cl -1.70 -2.79 6.94
H -1.89 -2.74 4.58
Cl 2.88 2.54 1.47
C 2.34 0.84 1.70
Cl 3.14 -0.27 0.59
Cl 0.57 0.88 1.31
H 2.47 0.63 2.72
*
```

Results
Kohn-Sham gap	11.452	eV
HOMO level	-11.2	eV
LUMO	0.27	eV
SMILES string	O=S1(=O)OCCO1.ClC(Cl)Cl.ClC(Cl)Cl



# 8
A molecular structure, C29H51NO2SSi2Sr in a non-equilibrium geometry. Source: the Open Molecules 2025 dataset; level of theory: the ωB97M-V functional and the def2-TZVPD basis.

Geometry as ORCA input:
```
! RIJCOSX wB97M-V def2-TZVPD def2/J DEFGRID3
* xyz 0 1
O 1.96 -0.09 0.70
O 2.54 -3.07 -0.21
C 2.92 0.77 0.01
C 3.27 2.04 0.77
H 2.43 1.01 -0.94
H 3.82 0.16 -0.21
H 2.38 2.66 0.97
H 3.92 2.62 0.11
H 3.82 1.84 1.70
C 2.06 -0.22 2.14
C 3.33 -0.92 2.56
H 1.18 -0.79 2.46
H 1.98 0.81 2.54
H 3.49 -1.86 2.01
H 3.28 -1.17 3.63
H 4.20 -0.28 2.41
C 1.94 -4.37 0.04
C 3.89 -3.20 -0.71
C 1.82 -4.66 1.51
H 2.53 -5.17 -0.45
H 0.95 -4.33 -0.44
H 2.81 -4.75 1.97
H 1.30 -5.61 1.64
H 1.23 -3.90 2.04
C 4.84 -3.89 0.26
H 4.22 -2.19 -0.93
H 3.86 -3.78 -1.65
H 4.80 -3.44 1.25
H 5.86 -3.81 -0.13
H 4.63 -4.96 0.34
H 1.34 -1.39 -0.51
Sr -0.87 0.55 0.24
C 0.44 -1.38 -1.24
Si 0.81 -2.09 -2.96
H -0.44 -1.88 -0.76
H 0.25 -0.31 -1.56
C 2.46 -1.41 -3.54
C -0.54 -1.48 -4.12
C 0.87 -3.96 -3.14
C -0.13 2.40 -1.44
Si -1.72 3.25 -1.88
H 0.46 2.08 -2.31
H 0.55 3.01 -0.82
C -2.35 2.59 -3.53
C -1.55 5.12 -2.03
C -3.10 2.94 -0.61
H 1.00 -4.16 -4.22
H -0.08 -4.41 -2.82
H 1.70 -4.41 -2.59
H 2.40 -0.32 -3.68
H 2.67 -1.86 -4.52
H 3.27 -1.65 -2.85
H -0.87 -0.45 -3.91
H -1.41 -2.15 -4.07
H -0.14 -1.51 -5.14
H -0.54 5.38 -2.39
H -1.72 5.62 -1.07
H -2.28 5.51 -2.76
H -2.90 3.45 0.34
H -3.33 1.88 -0.39
H -4.02 3.38 -1.02
H -3.04 3.32 -3.98
H -2.89 1.64 -3.41
H -1.52 2.43 -4.22
S -4.38 2.08 3.57
C -3.11 3.31 3.72
C -3.21 4.57 4.30
C -2.13 5.45 4.21
C -0.95 5.05 3.55
C -0.84 3.78 2.97
C -1.95 2.91 3.02
N -2.11 1.70 2.32
C -3.33 1.15 2.51
C -3.81 -0.09 1.88
C -5.04 -0.70 2.27
C -5.48 -1.86 1.63
C -4.71 -2.42 0.59
C -3.50 -1.80 0.19
C -3.08 -0.67 0.84
H -4.15 4.82 4.80
H -2.21 6.44 4.65
H -0.12 5.75 3.50
H 0.07 3.44 2.47
H -5.62 -0.25 3.08
H -6.41 -2.33 1.94
H -5.05 -3.33 0.09
H -2.91 -2.21 -0.64
*
```

Results
Kohn-Sham gap	6.596	eV
HOMO level	-6.5	eV
LUMO	0.12	eV



# 9
A molecular structure, C13H14IN3O7Os in a non-equilibrium geometry. Source: the Open Molecules 2025 dataset; level of theory: the ωB97M-V functional and the def2-TZVPD basis.

Geometry as ORCA input:
```
! RIJCOSX wB97M-V def2-TZVPD def2/J DEFGRID3
* xyz 0 1
Os -0.34 -0.16 -0.14
N 1.45 -0.26 1.29
C 1.03 0.44 2.51
C 0.21 1.65 2.15
O 0.21 2.68 2.79
N -0.53 1.40 1.03
C -1.36 2.47 0.52
C -1.27 2.42 -1.00
O -1.64 3.32 -1.70
O -0.75 1.27 -1.45
H 1.47 -1.28 1.44
H 2.33 0.11 0.95
H 1.86 0.78 3.13
H 0.41 -0.22 3.10
H -1.04 3.44 0.88
H -2.41 2.34 0.79
N 1.67 -0.12 -1.62
C 1.44 -1.03 -2.75
C 0.12 -1.81 -2.62
O -0.22 -2.53 -3.52
O -0.48 -1.62 -1.48
H 1.68 0.85 -1.91
H 2.49 -0.36 -1.10
H 2.22 -1.79 -2.83
H 1.37 -0.49 -3.69
I -4.42 -5.30 5.98
C -3.13 -4.36 4.63
C -3.54 -3.21 3.98
C -2.69 -2.59 3.08
C -1.42 -3.12 2.85
C -1.02 -4.27 3.51
C -1.87 -4.90 4.40
C -0.46 -2.43 1.94
O 0.73 -2.75 1.90
O -0.98 -1.44 1.25
H -4.53 -2.80 4.17
H -2.99 -1.70 2.56
H -0.03 -4.67 3.31
H -1.56 -5.80 4.91
*
```

Results
Kohn-Sham gap (alpha / beta)	7.224 / 7.090	eV
HOMO level (alpha / beta)	-9.1 / -9.2	eV
LUMO (alpha / beta)	-1.91 / -2.12	eV



# 10
2 unconnected molecules or ions with the total composition CH4O2 in a non-equilibrium geometry. Source: the Open Molecules 2025 dataset; level of theory: the ωB97M-V functional and the def2-TZVPD basis.

Geometry as ORCA input:
```
! RIJCOSX wB97M-V def2-TZVPD def2/J DEFGRID3
* xyz 0 1
C 2.45 -1.76 -0.56
O 1.84 -1.15 -1.44
H 3.21 -1.38 0.16
H 2.23 -2.86 -0.53
O -3.49 2.57 0.54
H -2.65 2.11 0.33
H -3.59 2.47 1.51
*
```

Results
Kohn-Sham gap	11.007	eV
HOMO level	-10.4	eV
LUMO	0.62	eV
SMILES string	C=O.O



# 11
A single C6H13N molecule in a non-equilibrium geometry. Source: the Open Molecules 2025 dataset; level of theory: the ωB97M-V functional and the def2-TZVPD basis.

Geometry as ORCA input:
```
! RIJCOSX wB97M-V def2-TZVPD def2/J DEFGRID3
* xyz 0 1
C -0.99 1.47 -1.80
C -1.38 0.24 -0.97
C -1.56 0.63 0.51
C -0.26 0.70 1.37
C 1.09 0.08 0.94
C 1.14 -1.21 0.56
N 2.12 -1.90 -0.18
H -0.47 1.18 -2.70
H -0.21 2.02 -1.23
H -1.85 2.08 -2.00
H -0.57 -0.53 -0.86
H -2.03 -0.41 -1.55
H -1.97 1.62 0.54
H -2.18 -0.13 0.94
H -0.54 0.21 2.32
H 0.04 1.77 1.57
H 2.03 0.64 0.75
H 0.49 -1.89 1.10
H 2.00 -2.90 -0.13
H 2.20 -1.59 -1.19
*
```

Results
Kohn-Sham gap	8.992	eV
HOMO level	-8.0	eV
LUMO	1.01	eV
SMILES string	CCCC/C=C/N



# 12
A single CH3NO2 molecule in a non-equilibrium geometry. Source: the Open Molecules 2025 dataset; level of theory: the ωB97M-V functional and the def2-TZVPD basis.

Geometry as ORCA input:
```
! RIJCOSX wB97M-V def2-TZVPD def2/J DEFGRID3
* xyz 0 1
C -0.14 -0.88 -0.50
N -0.38 0.17 0.34
O 1.46 1.72 0.20
O 0.26 1.28 0.69
H 0.91 -0.98 -0.95
H -0.92 -1.46 -0.82
H -1.20 0.15 1.05
*
```

Results
Kohn-Sham gap (alpha / beta)	8.510 / 7.506	eV
HOMO level (alpha / beta)	-8.6 / -7.9	eV
LUMO (alpha / beta)	-0.12 / -0.36	eV